# 1
Computed, not measured: 2 unconnected molecules or ions with the total composition C6H15N2 in a non-equilibrium geometry, with ωB97M-V with the def2-TZVPD basis set.

Cartesian coordinates (Å):
C 1.31569 -1.23776 0.31789
C 0.01083 -1.11974 1.09120
C -1.02295 -0.35332 0.31402
C -2.33772 -0.68257 0.01913
N -3.22575 -0.05896 -0.92290
C -0.41648 1.07646 -0.07214
C 0.66318 1.82346 0.96295
N 2.35726 0.37131 -1.65982
H 1.41321 -2.11132 -0.24921
H 2.17821 -1.31619 1.17315
H -0.40276 -2.01710 1.59962
H 0.31425 -0.62877 2.11426
H -2.69475 -1.47570 0.63920
H -2.85127 -0.33005 -1.84431
H -4.23775 -0.47971 -0.98788
H -1.38187 1.72092 -0.30470
H 0.19939 0.80287 -0.98911
H 0.86995 1.10913 1.88828
H 1.59367 1.76205 0.48568
H 0.22180 2.70722 1.36938
H 1.85508 -0.43166 -0.87591
H 2.33298 0.04644 -2.65738
H 3.24580 0.82299 -1.41140

Forces on atoms 1 to 2 (eV/Å):
C 1.568 -1.452 4.733
C -0.418 0.880 2.437

The value obtained for the LUMO energy (alpha / beta) is 0.0334 / -0.0431 Eh. Its orbital gap (alpha / beta) is 8.791 / 6.684 eV. For the highest occupied orbital energy (alpha / beta), the calculation gives -7.9 / -7.9 eV. The relative energy (zero: lowest compared OMol25 entry of this formula, charge and spin) comes out at 100.5 kcal per mole. As for the spin multiplicity: 2. Its electronic energy is -9439.4703 eV.


# 2
Computed, not measured: a molecular structure, C39H45F6N4O5S2SbScSi, with ωB97M-V with the def2-TZVPD basis set.

Cartesian coordinates (Å):
Sc 0.78291 -0.06428 -1.24492
N 3.42857 -2.31226 -1.27681
C 2.29609 -2.82466 -1.87392
C 2.38580 -4.14144 -2.35228
C 1.27887 -4.73754 -2.89489
C 0.07918 -4.02569 -2.96063
C 0.07973 -2.73750 -2.50533
N 1.16681 -2.12626 -1.97771
C 3.73526 -1.14169 -0.60164
C 5.00942 -1.07069 -0.02350
C 5.39283 0.08242 0.61333
C 4.50453 1.15382 0.68183
C 3.27052 0.99301 0.11368
N 2.88005 -0.12880 -0.52770
H 4.19128 -2.97011 -1.27293
H 3.32408 -4.67450 -2.27406
H 1.33695 -5.75368 -3.26181
H -0.82161 -4.45821 -3.36858
H -0.81985 -2.13895 -2.55940
H 5.67586 -1.92031 -0.09037
H 6.37600 0.15378 1.05906
H 4.75858 2.07612 1.18030
H 2.54227 1.79375 0.15180
C -3.37764 3.97486 1.16906
C -2.01204 3.66095 0.57344
C -0.93841 3.66333 1.65661
Sb -1.90408 1.83399 -0.58033
C -3.27462 0.41763 0.32158
C -4.73374 0.79711 0.54440
C -3.16155 -0.87686 -0.48417
C -2.88685 2.47357 -2.40834
C -2.29434 3.81873 -2.82394
C -4.40916 2.52432 -2.40963
H -3.36362 4.96845 1.62691
H -3.62992 3.26257 1.95627
H -4.17967 3.96348 0.43057
H -1.75503 4.41645 -0.17164
H -1.15463 2.90496 2.41698
H -0.90870 4.63073 2.16615
H 0.05548 3.47348 1.24821
H -2.81314 0.25008 1.29860
H -5.28971 0.88405 -0.38679
H -4.85326 1.72605 1.09528
H -5.21092 0.00720 1.13323
H -3.48400 -0.74374 -1.52213
H -3.79323 -1.65283 -0.04128
H -2.13962 -1.26420 -0.48275
H -2.57170 1.71174 -3.12334
H -2.64076 4.61772 -2.16520
H -2.61730 4.08243 -3.83441
H -1.20066 3.82372 -2.81573
H -4.80904 3.14624 -1.60788
H -4.85255 1.53325 -2.32354
H -4.75828 2.95414 -3.35399
F 3.95354 2.41993 -4.97149
C 3.33016 2.76325 -3.86258
F 2.72107 3.92385 -4.01343
F 4.19145 2.82772 -2.85423
S 2.10478 1.45864 -3.42400
O 1.49530 1.90810 -2.15576
O 2.78697 0.19582 -3.26301
N 1.12074 1.49053 -4.63529
S 0.09173 0.27838 -4.61215
O 0.47386 -0.90549 -5.30053
O -0.39859 0.08367 -3.23222
C -1.30689 0.99907 -5.58155
F -2.36732 0.22802 -5.36674
F -0.97783 0.97609 -6.85990
F -1.57008 2.23768 -5.20604
O 0.30093 -0.68498 0.45720
Si 0.46232 -1.15830 2.03264
C 1.79490 -0.11613 2.83514
C 2.95146 -0.64194 3.41148
C 3.89295 0.18434 4.01512
C 3.69221 1.55584 4.05865
C 2.55508 2.10563 3.47695
C 1.62905 1.27325 2.86851
C -1.17009 -0.93234 2.92109
C -1.47468 0.16168 3.73765
C -2.74772 0.33302 4.26505
C -3.74199 -0.59659 3.99561
C -3.45508 -1.70656 3.21384
C -2.18182 -1.87054 2.68857
C 0.88840 -2.97301 2.13120
C 0.85152 -3.80351 1.01033
C 1.12641 -5.16175 1.10780
C 1.43863 -5.71525 2.34076
C 1.45723 -4.91188 3.47362
C 1.17888 -3.55763 3.36830
H 3.12291 -1.71196 3.39019
H 4.77878 -0.24536 4.46651
H 4.41581 2.19642 4.54734
H 2.39265 3.17642 3.50452
H 0.75129 1.71612 2.41220
H -0.71322 0.89698 3.97040
H -2.96275 1.18872 4.89276
H -4.73388 -0.46522 4.40885
H -4.22196 -2.44505 3.01628
H -1.97613 -2.74117 2.07295
H 0.57355 -3.38371 0.05273
H 1.08296 -5.79207 0.22759
H 1.64923 -6.77381 2.42444
H 1.67887 -5.34616 4.44005
H 1.17294 -2.94869 4.26690

Forces on atoms 1 to 2 (eV/Å):
Sc -0.556 0.446 0.173
N 0.019 -0.020 -0.017

The value obtained for the LUMO energy is -0.0976 Eh. Its orbital gap is 8.035 eV. For the highest occupied orbital energy, the calculation gives -10.7 eV. The relative energy (zero: lowest compared OMol25 entry of this formula, charge and spin) comes out at 3.2 kcal per mole. The charge is +1. Its electronic energy is -130463.2767 eV.


# 3
Computed, not measured: a gas-phase ion, C5H12N2S3 (charge +2) in a non-equilibrium geometry, with ωB97M-V with the def2-TZVPD basis set.

Cartesian coordinates (Å):
C -1.42999 0.30246 -0.17883
C 2.89668 0.46662 -0.39407
C 1.43592 0.73293 0.02851
C -2.41654 -1.65596 -1.39989
C -3.72723 -0.21598 0.17400
N -2.50586 -0.42340 -0.52369
N 3.89762 1.55435 -0.26526
S 2.41629 -0.24317 1.18776
S -1.61079 1.58306 0.99166
S 0.08782 -0.00541 -0.94377
H 3.06408 -0.14429 -1.20036
H 1.24689 1.79872 0.27360
H -2.04463 -2.49320 -0.79941
H -1.90099 -1.34800 -2.28157
H -3.42013 -1.85663 -1.72213
H -4.33091 0.23331 -0.58652
H -3.78717 0.44099 1.06100
H -4.18112 -1.22318 0.44806
H 3.32298 2.39093 -0.01014
H 4.37145 1.61507 -1.21349
H 4.76053 1.45238 0.37819
H -0.37084 1.92854 1.12663

Forces on atoms 1 to 2 (eV/Å):
C -1.116 -0.405 0.328
C -1.532 -0.044 3.122

The value obtained for the LUMO energy is -0.2699 Eh. Its orbital gap is 9.658 eV. For the highest occupied orbital energy, the calculation gives -17.0 eV. The relative energy (zero: lowest compared OMol25 entry of this formula, charge and spin) comes out at 0.0 kcal per mole. The charge is +2. Its electronic energy is -40847.0273 eV.


# 4
Computed, not measured: 2 unconnected molecules or ions with the total composition C4H8NO3 in a non-equilibrium geometry, with ωB97M-V with the def2-TZVPD basis set.

Cartesian coordinates (Å):
C -1.88975 2.32315 -0.71550
C -2.34852 0.86534 -0.79910
O -1.61690 0.06659 -1.43834
O -3.45500 0.59935 -0.28592
H -2.18612 2.88346 0.17910
H -2.31325 2.87048 -1.58050
H -0.79851 2.41240 -0.68697
C 1.57496 -2.40521 0.53019
C 2.16123 -1.02471 0.80592
O 3.25092 -1.00067 1.36623
N 1.33127 -0.02248 0.46666
H 1.43190 0.91974 0.79935
H 0.46338 -0.20543 -0.02747
H 1.97747 -2.69098 -0.45328
H 0.49070 -2.41957 0.62465
H 1.92622 -3.17146 1.21498

Forces on atoms 1 to 2 (eV/Å):
C 0.444 0.942 0.144
C -0.693 -0.607 0.048

The value obtained for the LUMO energy is 0.1309 Eh. Its orbital gap is 7.774 eV. For the highest occupied orbital energy, the calculation gives -4.2 eV. The relative energy (zero: lowest compared OMol25 entry of this formula, charge and spin) comes out at 16.6 kcal per mole. The charge is -1. Its electronic energy is -11912.5748 eV.


# 5
Computed, not measured: a molecular structure, C32H38IrN5 in a non-equilibrium geometry, with ωB97M-V with the def2-TZVPD basis set.

Cartesian coordinates (Å):
Ir -0.31580 0.17882 0.20960
C -0.96117 0.67796 4.26433
C -1.38269 1.71611 3.23280
C -2.54577 2.58649 3.75691
C -1.80446 1.12730 1.92200
C -1.93389 -0.25596 1.71727
C -2.35455 -0.75332 0.46217
C -2.73538 0.08912 -0.58638
C -3.41211 -0.44301 -1.79631
C -2.50091 1.49764 -0.39740
C -2.03434 1.98694 0.79003
H -0.64891 1.18179 5.17699
H -0.12699 0.05882 3.92362
H -1.79070 0.01980 4.53161
H -0.53852 2.38276 3.01562
H -3.45440 1.99381 3.87688
H -2.76491 3.43424 3.10736
H -2.27495 2.98194 4.73344
H -1.71677 -0.95976 2.50904
H -2.43829 -1.82840 0.35552
H -3.16262 -1.48146 -1.98070
H -3.22270 0.15489 -2.68427
H -4.49149 -0.40014 -1.60171
H -2.71764 2.18792 -1.20255
H -1.85892 3.05174 0.89171
C -1.03646 1.57614 -3.43044
C -0.04238 2.48135 -2.75614
C 0.00735 3.82104 -3.10910
C 1.00979 4.64619 -2.62574
C 2.01133 4.12437 -1.82336
C 2.00886 2.78838 -1.44395
C 3.20380 2.25596 -0.68940
C 0.93310 2.00195 -1.87861
N 0.83555 0.62831 -1.42119
C 1.52214 -0.32541 -1.93248
C 2.42375 -0.19483 -3.10395
C 1.31265 -1.63962 -1.25682
C 2.02458 -2.85603 -1.72102
N 0.48901 -1.60233 -0.27250
C 0.05356 -2.81091 0.40083
C -0.80322 -3.67433 -0.29784
C -1.30257 -3.41760 -1.70025
C -1.19819 -4.83906 0.35053
C -0.75282 -5.13214 1.62605
C 0.10428 -4.26240 2.28670
C 0.52565 -3.08418 1.69237
C 1.51448 -2.19249 2.39546
H -2.02413 2.03782 -3.47847
H -1.12115 0.60311 -2.95408
H -0.73312 1.40308 -4.46541
H -0.73074 4.21375 -3.79832
H 1.03586 5.68928 -2.91110
H 2.82969 4.75853 -1.50404
H 3.43004 2.88760 0.17100
H 4.08646 2.29247 -1.33117
H 3.09494 1.22804 -0.35184
H 2.43013 0.81718 -3.49704
H 2.10985 -0.88622 -3.89037
H 3.44096 -0.48028 -2.82531
H 3.09922 -2.65800 -1.74308
H 1.73061 -3.09174 -2.74816
H 1.82651 -3.71486 -1.08770
H -1.11275 -2.40472 -2.05666
H -2.37590 -3.60149 -1.75824
H -0.83993 -4.10862 -2.40749
H -1.85861 -5.52786 -0.16291
H -1.06501 -6.04947 2.10729
H 0.46539 -4.51058 3.27685
H 1.71114 -2.56585 3.39797
H 1.14332 -1.17160 2.49098
H 2.47086 -2.15864 1.86593
N 5.18099 1.43685 3.26821
C 4.05815 1.68412 2.97990
N 2.87934 2.03647 2.65754
C 2.01902 1.39429 1.93785
N 1.16351 0.96896 1.30113

Forces on atoms 1 to 2 (eV/Å):
Ir -2.102 1.634 -0.709
C -0.003 0.000 0.023

The value obtained for the LUMO energy (alpha / beta) is -0.3842 / -0.4612 Eh. Its orbital gap (alpha / beta) is 6.726 / 4.629 eV. For the highest occupied orbital energy (alpha / beta), the calculation gives -17.2 / -17.2 eV. The relative energy (zero: lowest compared OMol25 entry of this formula, charge and spin) comes out at 5.4 kcal per mole. The charge is +3. As for the spin multiplicity: 2. Its electronic energy is -44061.9347 eV.


# 6
Computed, not measured: a molecular structure, C17H17F9IrN2O in a non-equilibrium geometry, with ωB97M-V with the def2-TZVPD basis set.

Cartesian coordinates (Å):
C -1.12926 -1.32775 -0.61804
C -0.39820 0.50997 1.30943
H -1.73600 -0.61067 -1.19136
H -1.68095 -1.59684 0.29612
H -0.94510 -2.24144 -1.19805
H 0.31500 0.88888 2.06016
H -1.73535 1.86320 1.66116
H -1.00091 -0.27297 1.80299
C 0.58438 -0.83549 -3.13421
C 1.16564 -1.00703 -4.38350
C 2.49438 -0.63583 -4.59982
C 3.20106 -0.07883 -3.54263
H -0.46111 -1.05620 -2.93207
H 0.56084 -1.43268 -5.17470
H 2.96527 -0.77254 -5.56917
H 4.21656 0.29558 -3.63775
N 1.31758 -0.40722 -2.07963
C 2.60110 0.02149 -2.27727
C 3.21862 0.59923 -1.09985
N 2.42176 0.58581 0.00341
C 2.84864 1.15371 1.14984
C 4.93908 1.77126 0.11577
C 4.09179 1.77978 1.22591
H 2.17938 1.10518 2.00418
H 4.38279 2.26299 2.15303
C 4.49677 1.18154 -1.05710
H 5.08073 1.15579 -1.97486
H 5.92648 2.22311 0.16335
Ir 0.58233 -0.43758 -0.17645
C 1.04731 -2.06417 0.81808
H 1.76660 -1.83456 1.61899
H 1.52143 -2.76670 0.11178
H 0.14657 -2.53074 1.24481
F -2.95671 2.12098 2.99794
C -4.13166 1.61369 2.44934
F -5.08216 1.68841 3.42700
F -4.49402 2.45154 1.44267
C -3.97737 0.22889 1.94481
O -1.25332 1.55922 0.86317
C -3.60319 -0.85072 2.89158
F -4.69797 -1.48260 3.41248
F -2.83352 -1.82227 2.28984
F -2.87745 -0.33709 3.92785
C -4.60780 -0.08711 0.63745
F -5.91018 0.32834 0.61677
F -3.96842 0.52796 -0.40522
F -4.59147 -1.42749 0.41180

Forces on atoms 1 to 2 (eV/Å):
C -1.279 -0.304 -0.992
C -2.084 2.259 -0.010

The value obtained for the LUMO energy (alpha / beta) is -0.2792 / -0.4097 Eh. Its orbital gap (alpha / beta) is 6.578 / 5.199 eV. For the highest occupied orbital energy (alpha / beta), the calculation gives -14.2 / -16.3 eV. The charge is +2. As for the spin multiplicity: 6. Its electronic energy is -50205.4087 eV.


# 7
Computed, not measured: C3H2N2O in the gas phase in a non-equilibrium geometry, with ωB97M-V with the def2-TZVPD basis set.

Cartesian coordinates (Å):
C -0.87712 1.03921 0.45010
N -0.59639 0.63925 -0.71268
C 0.31594 -0.40051 -0.90869
O 0.57920 -0.87306 -1.98147
C 0.91881 -1.05177 0.34234
N 1.58213 -1.75356 0.96507
H -0.37282 0.51704 1.32986
H -1.54976 1.88339 0.51547

Forces on atoms 1 to 2 (eV/Å):
C 1.289 -1.157 0.578
N -0.220 0.581 -0.937

The value obtained for the LUMO energy is -0.0428 Eh. Its orbital gap is 10.139 eV. For the highest occupied orbital energy, the calculation gives -11.3 eV. The relative energy (zero: lowest compared OMol25 entry of this formula, charge and spin) comes out at 15.0 kcal per mole. Its SMILES is C=NC(=O)C#N. Its electronic energy is -8169.0610 eV.


- Which of these has the lowest electronic energy?
  C39H45F6N4O5S2SbScSi


- electronic energy of number 1 (C6H15N2)?
  -9439.4703 eV


- electronic energy of number 7 (C3H2N2O)?
  -8169.0610 eV


Please write out number 7 again, unchanged.
Computed, not measured: C3H2N2O in the gas phase in a non-equilibrium geometry, with ωB97M-V with the def2-TZVPD basis set.

Cartesian coordinates (Å):
C -0.87712 1.03921 0.45010
N -0.59639 0.63925 -0.71268
C 0.31594 -0.40051 -0.90869
O 0.57920 -0.87306 -1.98147
C 0.91881 -1.05177 0.34234
N 1.58213 -1.75356 0.96507
H -0.37282 0.51704 1.32986
H -1.54976 1.88339 0.51547

Forces on atoms 1 to 2 (eV/Å):
C 1.289 -1.157 0.578
N -0.220 0.581 -0.937

The value obtained for the LUMO energy is -0.0428 Eh. Its orbital gap is 10.139 eV. For the highest occupied orbital energy, the calculation gives -11.3 eV. The relative energy (zero: lowest compared OMol25 entry of this formula, charge and spin) comes out at 15.0 kcal per mole. Its SMILES is C=NC(=O)C#N. Its electronic energy is -8169.0610 eV.